A 4-piece molecular cluster, C24H58FN3O8Si overall at a distorted geometry. Source: OMol25; level of theory: ωB97M-V/def2-TZVPD.

Computed properties:
Electronic energy ... -2104.64241 a.u.
Orbital gap ... 9.035 eV
LUMO energy ... 0.02070 hartree

Element x y z (Å)
H1 -0.7194 -3.8324 -3.7302
C1 2.4688 -3.0965 4.1344
H2 -2.4289 -0.3343 -3.1501
C2 -0.3544 -2.5940 2.3302
N1 -2.9850 -1.2906 -6.4078
H3 2.4334 3.8690 -1.5034
Si1 1.1783 1.0327 -1.6873
F1 0.0707 1.2502 -2.8432
H4 2.6912 1.0687 2.7385
H5 -6.2420 1.7918 2.6544
H6 0.2394 3.7915 -0.1811
H7 -0.2764 -2.4609 -4.7686
H8 0.2447 3.1366 1.4382
C3 -4.2353 0.7969 5.0622
O1 -1.2281 -2.8546 -8.1664
H9 0.2869 -2.9793 1.5291
C4 -1.6012 -1.5039 -8.4060
H10 -0.2660 0.2818 4.0830
C5 0.7359 3.0548 0.4640
N2 2.8881 -3.2060 2.7517
H11 -3.0845 -3.7996 -7.9628
H12 -1.6276 -3.5152 -5.2173
H13 2.9823 -0.0856 4.0517
C6 2.2200 3.4058 0.6290
H14 6.3001 1.7878 -0.6514
H15 -2.5073 -1.4710 -9.0199
O2 0.3818 -2.1607 3.4561
H16 -2.0053 0.2907 -7.3396
H17 -0.5870 1.4444 -0.1448
H18 -2.8478 1.0056 2.9162
H19 -2.9738 2.9941 2.2386
H20 -6.2846 0.2417 3.5189
H21 4.6424 1.1992 -0.6900
H22 -0.8973 -0.8140 -6.5236
O3 5.0175 3.3231 -2.4152
H23 2.2778 -2.6245 2.1903
C7 -2.1418 3.6607 2.4853
N3 -2.2720 0.5785 3.6313
H24 -4.9572 0.5911 2.3969
H25 -2.4717 -3.6615 -9.6205
H26 -1.1678 -0.5103 -4.3624
H27 -2.1964 4.5349 1.8377
H28 2.4088 1.7139 -2.1354
C8 -0.8687 0.8451 3.3633
C9 5.2691 2.0518 -0.4066
O4 -1.9691 -2.2462 -3.5830
H29 2.3688 3.9852 1.5456
H30 2.9359 -3.8817 4.7378
C10 4.8405 3.2326 -1.2437
H31 2.8048 2.4861 0.7569
C11 2.7862 4.2207 -0.5276
C12 -2.1764 -3.8133 -8.5768
H32 2.4916 5.2673 -0.4287
C13 -3.2171 -0.7331 -5.0839
H33 4.4027 -2.9235 1.3880
H34 -2.2632 3.9828 3.5249
O5 -4.9364 1.6723 4.1893
C14 0.9628 -3.2102 4.2210
H35 4.9380 -3.5731 2.9307
O6 -0.8782 3.0623 2.2793
H36 -2.5190 2.0435 5.1767
H37 0.6508 -3.1129 5.2644
H38 -4.5439 1.0190 6.0873
H39 -2.9126 -2.2986 -6.3484
H40 -0.6149 2.7972 4.3097
H41 -3.3972 0.3424 -5.1943
H42 0.6195 -4.1770 3.8408
C15 4.7371 -1.4535 2.8979
C16 -2.1322 -0.9107 -4.0298
H43 5.1657 2.2285 0.6608
H44 -0.9117 -1.7343 1.9620
H45 -1.7040 -4.7898 -8.4848
H46 4.6885 -1.3256 3.9865
H47 -2.2497 0.3785 5.7011
H48 -0.7905 -1.0203 -8.9576
H49 1.9717 -0.5503 2.6779
C17 -1.8278 -0.7651 -7.1074
C18 -1.1136 -3.0456 -4.3727
C19 2.8613 0.0152 2.9686
H50 1.4283 -0.4226 -1.6165
C20 0.4934 1.6308 -0.0594
C21 -0.3897 2.2906 3.3624
O7 4.0342 -0.3843 2.2837
C22 -5.6301 1.0341 3.1405
H51 5.7850 -1.3558 2.6045
H52 0.6984 2.2747 3.2521
H53 0.8518 0.9265 0.7062
H54 -4.1393 -1.1707 -4.6939
H55 -4.4973 -0.2423 4.8381
H56 -1.0686 -3.3776 2.6010
C23 4.2666 -2.8402 2.4687
H57 2.7431 -2.1340 4.5888
O8 4.2234 4.2330 -0.5305
C24 -2.7420 0.9927 4.9391
H58 -0.6351 0.4287 2.3790

Atoms 1-3, force components in eV/Å:
H 0.0 0.0 0.0
C 0.1 0.0 0.1
H 0.0 0.0 0.0